one) 20
Properties=species:S:1:pos:R:3 method="wB97M-V/def2-TZVPD" charge=0 smiles=CCCNCCS
C -3.1915 1.1652 0.4652
C -1.7879 1.2566 -0.1913
C -1.2781 -0.0897 -0.6602
N -0.7451 -0.9611 0.3978
C 0.5427 -1.6278 0.0879
C 1.6839 -0.8303 0.7545
S 2.4644 0.3753 -0.4868
H -3.7135 2.1242 0.5400
H -3.0473 0.7608 1.4624
H -3.8181 0.5944 -0.2275
H -1.1535 1.8166 0.5036
H -1.7320 1.9469 -1.0484
H -2.0165 -0.5018 -1.3655
H -0.4746 0.1752 -1.3599
H -1.4916 -1.6388 0.4961
H 0.4561 -2.6714 0.3925
H 0.6261 -1.6712 -1.0106
H 2.3454 -1.4468 1.3444
H 1.1335 -0.0084 1.1973
H 3.1273 1.0485 0.4432

***

two) 20
Properties=species:S:1:pos:R:3 method="wB97M-V/def2-TZVPD" charge=0 smiles=CSCC[C@H](C)N
C 2.0855 2.4374 0.2265
S 2.0942 0.6318 -0.0003
C 0.7655 0.4303 -1.2282
C -0.0687 -0.8013 -0.9668
C -0.7912 -0.7485 0.3626
C -0.9428 -2.0906 1.0319
N -2.1733 -0.1716 0.1075
H 1.7163 2.8701 -0.6915
H 3.0861 2.7458 0.4545
H 1.3205 2.6917 0.9614
H 0.1130 1.2742 -1.1064
H 1.1942 0.5145 -2.2220
H 0.5716 -1.6885 -0.9485
H -0.8655 -0.9657 -1.6895
H -0.3118 -0.0376 1.0364
H 0.0219 -2.5790 1.2109
H -1.4374 -2.7704 0.3307
H -1.4969 -2.0759 1.9674
H -2.7986 -0.4852 0.8449
H -2.0826 0.8188 0.3185

***

three) 20
Properties=species:S:1:pos:R:3 method="wB97M-V/def2-TZVPD" charge=0 smiles=CCN[C@@H](C)CS
C 2.1329 -0.9774 1.5710
C 1.3314 -1.3223 0.3276
N 0.7828 -0.1407 -0.2953
C -0.6257 0.1911 -0.1841
C -0.7711 1.5865 0.3820
C -1.3064 0.0686 -1.5405
S -3.1375 0.0791 -1.4439
H 1.4331 -0.7996 2.3946
H 2.7996 -1.7275 1.9929
H 2.6344 -0.0232 1.4213
H 0.5130 -1.9981 0.6224
H 1.8841 -1.8976 -0.4103
H 1.1028 -0.0230 -1.2453
H -1.1076 -0.4511 0.5587
H -0.5418 1.6297 1.4535
H -0.0227 2.2671 -0.0528
H -1.7559 2.0589 0.3046
H -1.0498 0.9003 -2.1995
H -0.9942 -0.8198 -2.0808
H -3.3015 1.3990 -1.5762

***

four) 20
Properties=species:S:1:pos:R:3 method="wB97M-V/def2-TZVPD" charge=0 smiles=CNCCCCS
C 1.9997 0.9665 1.7170
N 1.6640 -0.4679 1.6451
C 1.1592 -0.8334 0.3260
C -0.4851 -0.7718 0.2663
C -0.9496 -0.8463 -1.1407
C -2.0353 0.2414 -1.6272
S -1.2288 1.7610 -2.1215
H 3.0967 0.9565 2.1951
H 1.9904 1.4634 0.7893
H 1.4374 1.4746 2.4974
H 1.0960 -0.7815 2.4503
H 1.6765 -0.1292 -0.4032
H 1.3637 -1.8853 0.0628
H -0.8320 0.1705 0.6797
H -0.9770 -1.6841 0.7429
H -0.4195 -0.8733 -2.0270
H -1.4463 -1.9459 -1.4248
H -2.8354 0.4246 -0.8304
H -2.6535 -0.0049 -2.5203
H -1.6211 2.7652 -1.2769

***

Result of the stability comparison: two) is the most stable of them.

***

one) 20
Properties=species:S:1:pos:R:3 method="wB97M-V/def2-TZVPD" charge=0 smiles=CCCNCCS
C -2.2530 0.5985 -0.0639
C -2.0799 -0.9486 -0.1474
C -0.7503 -1.2473 0.6626
N 0.4284 -0.9336 -0.1496
C 1.1703 0.2413 0.4340
C 2.3651 0.5793 -0.4493
S 3.7278 1.6992 0.2082
H -3.0163 0.8683 0.7389
H -1.3060 1.0011 0.1526
H -2.7121 1.1997 -1.0159
H -2.9334 -1.5211 0.3606
H -2.2665 -1.3510 -1.2805
H -0.7010 -2.3761 0.9851
H -0.8206 -0.7056 1.6061
H 0.1622 -0.8480 -1.0803
H 1.5727 -0.2264 1.4138
H 0.6302 1.2232 0.6713
H 2.9752 -0.3830 -0.6547
H 1.9698 0.8212 -1.4376
H 3.8375 2.3090 -0.9540

***

two) 20
Properties=species:S:1:pos:R:3 method="wB97M-V/def2-TZVPD" charge=0 smiles=CNCCCCS
C 2.6620 0.9816 0.9773
N 2.1007 0.0135 0.0207
C 0.7847 0.5982 -0.4812
C -0.1144 -0.5652 -0.9608
C -1.5600 -0.1525 -0.8462
C -2.2850 -0.5364 0.4939
S -2.2557 -2.3245 0.8052
H 2.5875 2.0367 0.5871
H 3.7084 0.8205 1.2350
H 2.0532 0.8677 1.8821
H 2.7097 0.1528 -0.7830
H 1.1181 1.2687 -1.2725
H 0.2861 1.1784 0.2937
H 0.1747 -0.6847 -2.0245
H 0.2767 -1.4611 -0.4660
H -2.0479 -0.6341 -1.7024
H -1.6455 0.9419 -0.9601
H -1.8023 0.1085 1.2446
H -3.3351 -0.2439 0.4326
H -3.4158 -2.3662 1.5244

***

Result of the stability comparison: two) is the most stable of them.

***

one) 10
Properties=species:S:1:pos:R:3 method="wB97M-V/def2-TZVPD" charge=0
C 0.9593 0.1731 -0.2503
C -0.1406 0.4405 0.7589
P 0.2144 -1.2212 -1.1981
P -0.5234 2.0707 0.9009
S 1.2285 -2.8576 -1.1324
S -1.1730 -0.5845 -2.3823
I -1.1894 -1.1368 1.7117
I -2.4037 2.3907 2.3378
H 1.8971 -0.1588 0.2539
H 1.1308 0.8839 -1.0002

***

two) 10
Properties=species:S:1:pos:R:3 method="wB97M-V/def2-TZVPD" charge=0
C 0.5828 1.1061 -0.1698
C 0.4609 0.6214 1.0372
P -0.2521 -2.2685 -1.4498
P 1.4798 -0.8872 1.3523
S -1.7830 -1.2975 -0.3155
S 1.4501 -2.0997 -0.2932
I -0.6869 1.6322 2.5948
I -2.6643 0.5650 -1.5372
H 0.1742 2.1293 -0.3986
H 1.2385 0.4989 -0.8202

***

Result of the stability comparison: one) is the most stable of them.

***

one) 13
Properties=species:S:1:pos:R:3 method="wB97M-V/def2-TZVPD" charge=0 smiles="C=[P@](C)(N)S"
C -0.9097 -1.6648 -0.1307
P -0.0810 -0.2181 -0.0066
C -0.3693 0.8100 1.5194
N 0.0625 1.2915 -1.5449
S 1.9868 -0.4345 0.2508
H -0.6595 -2.2128 -0.9303
H -1.9555 -1.6022 -0.2422
H 0.2332 1.6571 1.3776
H -1.4625 1.1706 1.5255
H -0.2420 -0.0165 2.2724
H 0.7655 1.9096 -1.1559
H 0.4912 0.7766 -2.2997
H 2.1403 -1.4665 -0.6355

***

two) 13
Properties=species:S:1:pos:R:3 method="wB97M-V/def2-TZVPD" charge=0
C -1.0814 -1.7417 -0.5215
C 0.3138 0.8209 -1.3462
N 1.4171 0.2729 1.4283
P -0.3447 -0.2940 0.0248
S -1.7020 0.9071 1.0045
H -1.4485 -2.4170 0.1993
H -0.4239 -2.1264 -1.4429
H 0.7465 1.5478 -0.7996
H 1.0657 0.3438 -1.8109
H -0.6732 1.0865 -1.8569
H 1.0478 0.1705 2.3683
H 1.9814 -0.5547 1.2947
H -0.8984 1.9844 1.4581

***

Result of the stability comparison: one) is the most stable of them.